No. 1
C28H33BrCl48I3N2O2P2 | wB97M-V/def2-TZVPD

Net charge: +1
Lowest unoccupied orbital energy (eV): -3.353
HOMO-LUMO gap (eV): 8.51
Energy (eV): -750633.7962

Structure (XYZ):
```
119
Properties=species:S:1:pos:R:3:lowdin_charge:R:1
C 5.3387 1.5379 1.7102 -0.118
C 4.0754 0.6898 1.2832 -0.247
C 4.3326 -0.8539 1.3537 -0.214
C 3.2455 -1.6612 2.1626 -0.217
C 1.8495 -1.2079 1.6354 -0.198
C 0.6815 -2.1986 1.9904 -0.161
C -0.1041 -2.7009 0.7273 -0.216
C -1.3155 -1.7802 0.3733 -0.160
C -0.8425 -0.4582 -0.3500 -0.255
C -0.2064 -0.9300 -1.6983 -0.191
C 0.1704 0.3290 -2.5437 -0.725
Br 1.9190 1.1180 -2.0717 0.760
C -0.9943 1.3473 -2.6820 -0.711
I -2.3875 0.3386 -4.0720 0.990
N -1.6652 1.7523 -1.3804 -0.454
P -0.6358 2.9764 -0.5730 0.734
O 0.3338 2.3911 0.4356 -0.458
P -3.1986 2.6420 -1.9732 0.875
N -2.6949 3.7203 -3.2880 -0.164
O -3.7515 3.7404 -0.8241 -0.368
C -2.0096 0.5763 -0.4939 -0.366
C -2.7151 0.9752 0.8491 -0.665
I -4.5094 -0.3060 1.0182 0.965
C -1.8357 0.9518 2.1560 -0.702
C -2.4474 0.1877 3.3936 -0.265
I -1.7512 3.0394 2.8762 0.944
H 5.1134 2.5870 1.4295 0.068
H 6.2659 1.1750 1.2353 -0.015
H 5.3861 1.5152 2.8203 0.075
H 3.2433 1.0489 1.9173 0.095
H 3.8307 0.9698 0.2335 0.056
H 5.3655 -1.0142 1.7323 0.032
H 4.3188 -1.2815 0.3227 0.109
H 3.3931 -1.4900 3.2417 0.067
H 3.4061 -2.7346 1.9359 0.100
H 1.6179 -0.2514 2.1613 0.103
H 1.8315 -0.9980 0.5467 0.092
H 1.1213 -3.1057 2.4575 0.095
H -0.0200 -1.7627 2.7352 0.104
H -0.5538 -3.6728 1.0402 0.081
H 0.5605 -2.9412 -0.1222 0.029
H -1.8530 -1.5873 1.3173 0.056
H -1.9820 -2.3439 -0.3215 0.122
H -0.0013 -0.0824 0.2696 0.103
H -0.8041 -1.6773 -2.2561 0.115
H 0.7616 -1.4263 -1.4727 0.097
H 0.3293 -0.0526 -3.5751 -0.001
H -0.5500 2.2372 -3.1717 0.067
H 0.1552 3.6163 -1.5851 0.049
H -1.3727 3.9964 0.0826 -0.075
H -3.3402 4.5157 -3.2722 0.002
H -1.7647 4.1065 -3.0963 -0.015
H -3.2257 4.5560 -0.8916 -0.080
H -2.7899 0.0238 -1.0720 0.062
H -3.1794 1.9844 0.8276 -0.003
H -0.7798 0.6711 2.0313 0.054
H -1.7239 0.3790 4.2211 0.069
H -3.3999 0.6329 3.7291 0.048
H -2.4747 -0.9069 3.2587 0.051
C 5.8543 -2.6039 5.0216 -2.011
Cl 6.9184 -3.5503 6.0754 0.538
Cl 6.6279 -2.3678 3.4463 0.569
Cl 4.3286 -3.4667 4.7888 0.511
Cl 5.5321 -1.0279 5.7659 0.533
C 3.0696 -1.6451 -5.6272 -2.013
Cl 1.2991 -1.4966 -5.6887 0.527
Cl 3.6092 -1.6243 -3.9396 0.506
Cl 3.5600 -3.1654 -6.3859 0.525
Cl 3.8064 -0.2845 -6.4864 0.503
C -7.3339 5.0413 -1.5406 -2.010
Cl -6.3767 6.3094 -0.7509 0.510
Cl -6.4368 4.4141 -2.9377 0.523
Cl -7.6258 3.7230 -0.3925 0.524
Cl -8.8764 5.7123 -2.0845 0.515
C -2.2003 7.3187 -0.4056 -1.979
Cl -2.4288 6.1092 0.8702 0.547
Cl -3.5976 8.4016 -0.4536 0.558
Cl -0.7331 8.2512 -0.0856 0.575
Cl -2.0435 6.4863 -1.9729 0.580
C 8.7938 2.0431 -0.8739 -2.026
Cl 9.7127 3.3967 -0.1960 0.533
Cl 9.6558 1.3846 -2.2743 0.523
Cl 8.6115 0.7783 0.3554 0.544
Cl 7.1915 2.6104 -1.3804 0.509
C -12.5027 3.8822 -1.9579 -2.021
Cl -13.7796 4.6904 -1.0373 0.505
Cl -11.0324 3.7908 -0.9724 0.473
Cl -13.0296 2.2448 -2.3867 0.524
Cl -12.1645 4.8002 -3.4373 0.521
C 5.8271 3.2245 -6.0571 -2.035
Cl 4.8977 3.2685 -4.5464 0.490
Cl 7.2089 2.1332 -5.8669 0.523
Cl 4.7880 2.6381 -7.3687 0.496
Cl 6.4053 4.8525 -6.4440 0.537
C 0.6576 -6.3565 -0.3314 -2.003
Cl -1.1134 -6.2686 -0.3340 0.539
Cl 1.2504 -6.2635 1.3356 0.499
Cl 1.1740 -7.8829 -1.0656 0.541
Cl 1.3187 -4.9971 -1.2601 0.554
C -15.2893 2.7511 2.4027 -2.034
Cl -16.3760 4.1163 2.0919 0.520
Cl -14.4790 2.2913 0.8960 0.478
Cl -14.0756 3.2244 3.6047 0.518
Cl -16.2256 1.3780 3.0168 0.525
C 7.3848 -4.4550 -6.1009 -2.043
Cl 9.0516 -4.9741 -6.3969 0.531
Cl 7.2470 -2.7116 -6.3941 0.500
Cl 6.2917 -5.3263 -7.1917 0.507
Cl 6.9440 -4.8070 -4.4205 0.513
C 1.6003 -4.4788 7.9878 -2.035
Cl 1.1062 -3.4034 9.3061 0.528
Cl 0.6763 -4.0842 6.5247 0.499
Cl 3.3276 -4.2657 7.6628 0.490
Cl 1.2871 -6.1613 8.4463 0.524
C 2.9880 -9.3021 3.7444 -2.030
Cl 2.4665 -8.1664 5.0030 0.506
Cl 2.0853 -8.9785 2.2531 0.472
Cl 4.7209 -9.0916 3.4414 0.526
Cl 2.6780 -10.9622 4.2808 0.530
```



No. 2
C28H33BrFN4O5ReS | wB97M-V/def2-TZVPD

Multiplicity: 4
Net charge: +1
Lowest unoccupied orbital energy (alpha / beta) (eV): -2.965 / -3.933
HOMO-LUMO gap (alpha / beta) (eV): 7.63 / 6.74
Energy (eV): -131491.8352

Structure (XYZ):
```
74
Properties=species:S:1:pos:R:3:lowdin_charge:R:1
Re 0.3106 0.2941 0.0586 1.519
O -3.6560 -1.8097 4.3304 0.122
C -2.8182 -1.4029 3.3754 -0.257
C -2.8257 -1.9324 2.0783 0.100
C -1.8975 -1.4454 1.1885 -0.145
N -0.9879 -0.5582 1.5676 -0.006
C -1.0976 0.0919 2.7256 -0.141
C -1.9793 -0.3202 3.6895 0.113
C -0.3672 1.4151 2.6329 -0.540
O -0.0148 2.0695 3.5851 0.109
O -0.1908 1.7681 1.3723 -0.221
C -1.9397 -1.5610 -0.3254 -0.523
O -2.5454 -2.4195 -0.9037 0.139
O -1.2962 -0.5463 -0.8884 -0.198
H -4.2294 -2.5220 4.0198 0.134
H -3.5730 -2.6439 1.7503 0.144
H -2.0842 0.2042 4.6285 0.148
Br 2.9920 -5.1201 -3.0908 0.846
C 2.2686 -3.6276 -2.2278 -0.672
C 2.5639 -3.3792 -0.8954 -0.075
C 2.0104 -2.2686 -0.2987 -0.134
N 1.1944 -1.4219 -0.9486 -0.109
C 0.8988 -1.6858 -2.2327 -0.091
C 1.4211 -2.7671 -2.9083 -0.063
H 3.2065 -4.0361 -0.3283 0.118
H 2.2155 -2.0532 0.7411 0.083
H 0.2016 -1.0154 -2.7118 0.111
H 1.1550 -2.9384 -3.9408 0.120
C 5.0961 6.9364 3.5875 -0.106
C 3.8389 6.4759 2.8619 -0.268
C 3.7166 4.9572 2.8243 -0.202
C 2.4451 4.5138 2.1096 -0.160
N 2.3001 3.0629 2.0270 0.055
C 2.8481 2.3021 1.1051 -0.679
S 2.5334 0.5720 1.0729 0.717
N 3.6913 2.8244 0.2250 0.041
C 4.3355 2.1365 -0.8992 -0.192
C 4.7816 3.1346 -1.9585 -0.188
C 3.6678 3.7954 -2.7728 -0.241
C 2.8512 4.8522 -2.0326 -0.102
H 5.1668 8.0232 3.6031 0.075
H 5.9940 6.5505 3.1011 0.075
H 5.1007 6.5866 4.6210 0.077
H 3.8371 6.8659 1.8389 0.110
H 2.9545 6.8949 3.3505 0.115
H 3.7090 4.5547 3.8404 0.126
H 4.5990 4.5292 2.3350 0.112
H 2.3953 4.9361 1.1002 0.115
H 1.5678 4.8791 2.6424 0.140
H 1.6551 2.6299 2.6810 0.093
H 3.9454 3.7938 0.3480 0.122
H 3.6288 1.4187 -1.3134 0.090
H 5.1966 1.5772 -0.5274 0.125
H 5.4405 2.5879 -2.6360 0.118
H 5.4111 3.9016 -1.4913 0.119
H 3.0005 3.0217 -3.1642 0.103
H 4.1287 4.2630 -3.6448 0.111
H 2.2331 4.4223 -1.2418 0.031
H 2.1747 5.3653 -2.7156 0.083
H 3.5037 5.6084 -1.5863 0.079
F -4.0320 4.5403 -2.4541 0.068
C -2.8953 3.8550 -2.2422 -0.281
C -1.9989 4.3223 -1.3023 0.006
C -0.8327 3.6049 -1.0889 -0.055
C -0.5551 2.4400 -1.8029 -0.312
C 0.6974 1.6570 -1.5229 -0.260
C -1.4892 2.0040 -2.7412 -0.047
C -2.6615 2.7057 -2.9705 0.007
H -2.2211 5.2274 -0.7537 0.122
H -0.1290 3.9503 -0.3399 0.103
H 1.4981 2.3416 -1.2318 0.023
H 1.0387 1.1315 -2.4212 0.066
H -1.3043 1.0947 -3.3009 0.111
H -3.3895 2.3745 -3.6983 0.124
```



No. 3
C28H33ClN2O2Ru | wB97M-V/def2-TZVPD

Multiplicity: 6
Net charge: -1
Lowest unoccupied orbital energy (alpha / beta) (eV): 2.736 / 2.346
HOMO-LUMO gap (alpha / beta) (eV): 3.99 / 5.88
Energy (eV): -51745.4957

Structure (XYZ):
```
67
Properties=species:S:1:pos:R:3:nbo_charge:R:1
Ru -0.1813 -0.2362 -0.3522 0.973
Cl 1.6887 -0.1992 -1.9312 -0.703
N 0.0935 2.4484 -0.6169 -0.519
N -0.1334 -2.5115 -0.3271 -0.558
C -0.8997 3.2125 -1.0042 0.575
C -0.8779 -3.2669 -1.0609 0.616
C 1.2240 3.2909 -0.0754 0.038
C 0.5355 4.6399 0.0596 -0.072
C 2.3402 3.2232 -1.0904 -0.617
C 1.7200 2.6586 1.2137 -0.612
H 1.9923 3.6227 -2.0464 0.201
H 2.6461 2.1854 -1.2659 0.266
H 3.1863 3.8100 -0.7268 0.188
H 0.9194 2.4771 1.9348 0.237
H 2.4716 3.3120 1.6606 0.191
H 2.2038 1.6823 1.0391 0.237
C 0.8789 -3.3553 0.4200 0.050
C 0.7048 -4.7046 -0.2539 -0.074
C 0.4805 -3.2810 1.8828 -0.616
C 2.2703 -2.7568 0.2985 -0.621
H 2.5781 -2.6147 -0.7399 0.242
H 2.9907 -3.4116 0.8046 0.195
H 2.3502 -1.7694 0.7809 0.241
H -0.4721 -3.7944 2.0188 0.200
H 0.3444 -2.2360 2.1866 0.262
H 1.2502 -3.7364 2.5120 0.200
O -0.5916 -4.5629 -1.0998 -0.499
H 0.5695 -5.5411 0.4337 0.198
H 1.5035 -4.8966 -0.9700 0.196
O -0.7951 4.5050 -0.7448 -0.512
H 1.0971 5.4720 -0.3669 0.193
H 0.2485 4.8088 1.0949 0.195
C -2.0673 2.4891 -1.6775 -0.480
C -2.0233 -2.5874 -1.8162 -0.478
C -1.6390 -1.2875 -2.5400 -0.154
H -2.7646 -2.3000 -1.0348 0.249
H -2.4951 -3.3185 -2.4679 0.225
C -1.4060 -0.0486 -1.9640 -0.201
C -1.6698 1.2281 -2.4744 -0.093
H -1.5052 -0.1223 0.8420 0.214
C -1.2648 1.2620 -3.8169 0.024
C -0.9603 0.0320 -4.4536 -0.314
C -1.0260 2.5774 -4.4535 -0.636
C -1.2149 -1.2473 -3.8825 0.113
H -0.4890 0.0626 -5.4123 0.187
C -0.9057 -2.5247 -4.5554 -0.654
H -0.5592 -2.3165 -5.5511 0.208
H -1.7750 -3.1672 -4.5891 0.202
H -0.1261 -3.0607 -4.0251 0.214
H -1.8970 3.2134 -4.3893 0.204
H -0.7583 2.4158 -5.4822 0.206
H -0.2073 3.0962 -3.9683 0.216
H -2.6082 3.2188 -2.2773 0.221
H -2.7498 2.1557 -0.8645 0.246
C -0.6386 0.0605 1.5163 -0.624
C -0.3527 0.1268 2.7720 0.104
C -0.2396 0.1464 4.1062 -0.280
C -1.2883 0.6978 4.9052 -0.209
C -1.1642 0.6913 6.2901 -0.228
C -0.0218 0.1365 6.8838 -0.324
C 1.0157 -0.4097 6.1127 -0.224
C 0.9200 -0.4041 4.7286 -0.205
H -2.1649 1.1070 4.3847 0.203
H -1.9690 1.1242 6.8857 0.196
H 0.0644 0.1310 7.9622 0.188
H 1.9088 -0.8417 6.5682 0.194
H 1.7049 -0.8105 4.0701 0.202
```